1.
{"formula": "C29H59HgO15S7", "method": "the ωB97M-V functional and the def2-TZVPD basis", "orbital_gap_ev": 5.47, "max_force_ev_per_a": 2.9, "charge": 1, "e_above_lowest_kj_mol": 16.0, "elements": ["Hg", "C", "O", "H", "H", "H", "C", "C", "C", "S", "O", "O", "C", "H", "H", "H", "H", "H", "H", "H", "H", "C", "C", "C", "S", "O", "O", "C", "H", "H", "H", "H", "H", "H", "H", "H", "C", "C", "C", "S", "O", "O", "C", "H", "H", "H", "H", "H", "H", "H", "H", "C", "C", "C", "S", "O", "O", "C", "H", "H", "H", "H", "H", "H", "H", "H", "C", "C", "C", "S", "O", "O", "C", "H", "H", "H", "H", "H", "H", "H", "H", "C", "C", "C", "S", "O", "O", "C", "H", "H", "H", "H", "H", "H", "H", "H", "C", "C", "C", "S", "O", "O", "C", "H", "H", "H", "H", "H", "H", "H", "H"], "xyz": [[0.37591, 1.80058, -4.06473], [-0.12072, 0.34440, -0.84859], [0.56688, 0.83087, -1.96762], [0.40428, 0.45513, 0.10643], [-1.08507, 0.84692, -0.70105], [-0.41950, -0.70947, -0.89249], [3.09579, -2.06807, -3.49722], [3.84764, -2.06160, -4.86015], [4.41705, -0.66656, -5.08257], [3.74471, 0.46506, -3.82666], [2.43538, 0.95804, -4.32699], [4.76414, 1.39360, -3.42896], [3.60698, -0.91269, -2.63784], [3.12893, -3.00995, -2.95468], [2.04684, -1.85153, -3.70946], [3.15322, -2.38051, -5.63801], [4.63241, -2.81085, -4.96120], [4.40254, -0.15799, -6.04931], [5.49489, -0.58937, -4.91733], [2.94103, -0.50636, -1.87437], [4.56440, -1.13488, -2.17062], [-3.35710, -0.70091, 0.62554], [-4.80409, -1.12168, 0.27490], [-5.66058, 0.10375, -0.01750], [-5.03876, 1.30950, 1.17352], [-5.46475, 0.98341, 2.51663], [-5.17430, 2.67062, 0.68769], [-3.29360, 0.76156, 1.01582], [-2.65327, -0.99344, -0.15998], [-2.95927, -1.33255, 1.42511], [-5.20243, -1.63183, 1.15130], [-4.77467, -1.84439, -0.53806], [-6.69571, -0.00134, 0.30975], [-5.63819, 0.52775, -1.01897], [-2.68778, 1.04436, 1.87158], [-2.99894, 1.31565, 0.12218], [-0.30839, 0.26713, 3.42148], [-1.54893, -0.37663, 4.12379], [-1.68774, 0.54056, 5.32456], [-1.73711, 2.27740, 4.71255], [-1.14029, 3.13964, 5.71324], [-2.98958, 2.59876, 4.08858], [-0.49870, 1.81526, 3.42041], [-0.05438, -0.12729, 2.44104], [0.50357, 0.12177, 4.13600], [-1.27524, -1.39083, 4.39468], [-2.42544, -0.37053, 3.47931], [-0.85068, 0.39547, 6.00979], [-2.55285, 0.36004, 5.96524], [0.41386, 2.27383, 3.80224], [-0.69933, 2.24065, 2.44390], [-1.47238, 3.89390, 0.66631], [-0.65249, 5.18991, 0.46315], [-0.22861, 5.30424, -0.98068], [-1.49194, 4.42258, -1.94547], [-0.82589, 3.35751, -2.71784], [-2.29174, 5.38243, -2.68163], [-2.39006, 3.67905, -0.53999], [-1.98527, 3.84139, 1.62467], [-0.77130, 3.05332, 0.66729], [0.23834, 5.20124, 1.09132], [-1.26213, 6.04256, 0.76559], [0.64234, 4.67023, -1.17088], [-0.02663, 6.27452, -1.42617], [-2.68881, 2.66350, -0.78374], [-3.32291, 4.22948, -0.40639], [1.70083, -3.14011, 1.32723], [1.66743, -2.50973, 2.71205], [0.84235, -3.38915, 3.61258], [-0.56891, -3.94641, 2.55649], [-1.74775, -3.08671, 2.69345], [-0.77577, -5.37748, 2.64947], [0.26052, -3.54108, 0.98093], [2.45938, -3.91566, 1.23982], [1.98468, -2.37249, 0.60259], [1.34900, -1.47425, 2.71049], [2.62973, -2.58039, 3.22699], [0.29078, -2.94001, 4.43977], [1.32775, -4.27517, 4.01767], [-0.32093, -2.70299, 0.59883], [0.18908, -4.44213, 0.37566], [-0.75397, -5.20028, -2.70038], [-0.12005, -3.79573, -2.72276], [-1.17261, -2.75789, -2.40861], [-2.69091, -3.33984, -3.18454], [-2.77677, -2.82787, -4.53103], [-3.81536, -3.09304, -2.29712], [-2.26224, -5.12487, -3.12449], [-0.68865, -5.67285, -1.71993], [-0.24115, -5.94910, -3.30596], [0.32092, -3.59581, -3.70340], [0.76446, -3.75218, -2.08466], [-0.99277, -1.71080, -2.64715], [-1.38781, -2.76377, -1.33628], [-2.68929, -5.59869, -4.00477], [-2.75260, -5.56827, -2.25901], [2.62137, 2.99376, 1.35653], [3.60454, 3.97080, 0.70981], [4.28006, 3.18050, -0.40265], [4.83872, 1.69242, 0.48578], [5.83015, 2.02428, 1.48949], [5.08446, 0.53260, -0.35153], [3.22516, 1.55049, 1.37357], [1.66242, 3.04495, 0.83523], [2.42808, 3.34510, 2.37037], [4.28090, 4.30245, 1.49976], [3.13334, 4.90383, 0.39875], [5.17354, 3.67870, -0.77565], [3.53271, 2.95324, -1.16118], [3.43263, 1.16979, 2.37166], [2.62899, 0.80544, 0.84771]], "mulliken_charge": [1.76, 1.31, -0.16, -0.40, -0.61, -0.72, -0.24, -0.86, -0.90, 1.05, -0.79, -0.59, -0.23, 0.62, -0.09, 0.35, 0.32, 0.53, 0.38, -0.24, 0.53, 1.56, -0.75, -0.82, 1.19, -0.65, -0.69, 1.14, -0.77, -0.24, 0.37, 0.45, 0.52, 0.29, -0.80, -1.31, 0.28, -0.15, -1.19, 1.08, -0.70, -0.48, 0.85, -0.93, 0.76, 0.24, 0.15, 0.46, 0.53, 0.53, -1.15, 1.10, -1.23, -0.45, 0.96, -0.61, -0.67, -0.65, 0.79, -1.35, 0.38, 0.44, 0.03, 0.52, 0.34, 0.63, -0.46, 0.49, -0.94, 1.09, -0.56, -0.74, 0.79, 0.44, -0.08, -0.72, 0.51, 0.44, 0.41, -0.78, 0.22, -0.95, -0.30, 0.23, 1.12, -0.68, -0.62, -0.67, 0.32, 0.41, 0.42, 0.19, 0.45, -0.74, 0.45, 0.31, 0.59, -1.14, -0.44, 1.03, -0.68, -0.55, -0.18, -0.82, 0.33, 0.45, 0.44, 0.56, 0.01, 0.48, -0.12]}


2.
{"formula": "C29H59N3O9P2", "method": "the ωB97M-V functional and the def2-TZVPD basis", "orbital_gap_ev": 8.94, "max_force_ev_per_a": 2.0, "elements": ["C", "C", "C", "P", "C", "C", "C", "O", "O", "C", "C", "P", "O", "O", "C", "C", "O", "C", "C", "C", "C", "C", "C", "N", "C", "H", "H", "H", "H", "H", "H", "H", "H", "H", "H", "H", "H", "H", "H", "H", "H", "H", "H", "H", "H", "H", "H", "H", "H", "H", "H", "H", "H", "H", "C", "O", "C", "C", "N", "C", "C", "O", "C", "H", "H", "H", "H", "H", "H", "H", "H", "H", "H", "H", "H", "H", "H", "H", "C", "O", "C", "C", "N", "C", "C", "O", "C", "H", "H", "H", "H", "H", "H", "H", "H", "H", "H", "H", "H", "H", "H", "H"], "xyz": [[-0.04667, -1.35455, -1.03494], [1.04666, -0.99759, -0.33381], [1.98333, 0.12001, -0.69193], [2.17730, 0.41864, -2.51598], [3.86520, 0.94890, -3.08696], [3.87733, 1.54942, -4.50939], [3.95551, 3.04386, -4.57789], [3.38905, 3.68915, -5.38979], [4.79602, 3.64058, -3.67083], [1.57072, 2.25590, -2.40251], [0.78260, 2.75999, -3.65065], [-1.00646, 2.52423, -3.60283], [-1.62976, 3.43571, -4.57103], [-1.38626, 0.99694, -3.91456], [-1.04498, 0.54700, -5.23505], [-2.10906, -0.41888, -5.72874], [-1.55087, 2.81956, -2.14172], [-1.61025, 1.71982, -1.19569], [-2.92561, 0.96780, -1.24111], [2.61632, -1.44284, -2.81499], [2.00629, -2.10569, -3.87218], [2.27611, -3.45725, -4.09182], [3.16120, -4.09412, -3.23161], [3.79567, -3.48688, -2.22422], [3.51109, -2.19854, -2.04596], [-0.01656, -1.50511, -2.10904], [-1.00371, -1.47863, -0.54301], [1.25772, -1.54162, 0.58183], [2.95973, -0.08925, -0.24972], [1.59759, 0.98461, -0.15801], [1.16096, 0.22214, -3.49625], [4.52792, 0.09166, -3.09665], [4.30516, 1.66624, -2.39985], [4.78960, 1.20312, -4.99949], [3.06502, 1.20638, -5.13915], [4.27235, 4.06859, -2.98400], [0.91165, 2.43107, -1.55406], [2.41401, 2.93167, -2.24672], [1.18391, 2.38614, -4.58947], [0.89888, 3.84046, -3.66650], [-0.90062, 1.37166, -5.92802], [-0.09441, 0.01475, -5.17387], [-2.09207, -0.45592, -6.81399], [-1.87345, -1.41732, -5.36620], [-3.07991, -0.11591, -5.35264], [-1.48348, 2.10808, -0.18675], [-0.75640, 1.07336, -1.38058], [-2.82080, 0.08829, -1.87534], [-3.21008, 0.59843, -0.26012], [-3.72070, 1.56408, -1.67774], [1.31434, -1.59513, -4.53522], [1.80292, -3.97702, -4.91020], [3.35964, -5.14904, -3.37396], [4.03020, -1.70758, -1.22887], [0.40453, -8.53967, 2.53967], [-0.75364, -7.73170, 2.46034], [-1.26372, -7.31476, 3.72084], [-1.09042, -5.82336, 3.91080], [0.31380, -5.47353, 4.08450], [0.58862, -4.04068, 4.04485], [0.31516, -3.29433, 2.74325], [1.16714, -3.65734, 1.67219], [0.75109, -4.78597, 0.92190], [0.61072, -8.91359, 1.53834], [1.27594, -7.97177, 2.88339], [0.24738, -9.39267, 3.20615], [-0.80065, -7.87118, 4.54054], [-2.33351, -7.54249, 3.72452], [-1.64778, -5.50853, 4.79790], [-1.53460, -5.32795, 3.03656], [0.85448, -5.92387, 3.35794], [1.64863, -3.91400, 4.27839], [0.02822, -3.55687, 4.85114], [0.51500, -2.23525, 2.93424], [-0.73557, -3.35619, 2.43489], [-0.33747, -4.87179, 0.88380], [1.18147, -5.70991, 1.31690], [1.12774, -4.65946, -0.09378], [-3.29160, 4.31713, 1.23896], [-2.08264, 3.93667, 1.87586], [-1.14329, 5.00105, 1.98659], [-0.96124, 5.41808, 3.43012], [-2.15070, 6.08676, 3.94064], [-2.14303, 6.31592, 5.38293], [-2.14008, 5.09919, 6.30253], [-3.32958, 4.33464, 6.26101], [-3.39303, 3.35751, 5.23962], [-3.87636, 3.41498, 1.06398], [-3.88374, 4.99349, 1.86410], [-3.09448, 4.79538, 0.27558], [-1.43209, 5.85103, 1.36298], [-0.18623, 4.62352, 1.61333], [-0.11091, 6.10288, 3.49946], [-0.71706, 4.51363, 4.00457], [-2.96284, 5.53035, 3.70886], [-3.03637, 6.90032, 5.61589], [-1.28190, 6.94490, 5.62982], [-2.06489, 5.47187, 7.32748], [-1.26501, 4.45696, 6.14460], [-2.40692, 2.94826, 5.00494], [-3.84950, 3.75531, 4.32875], [-4.02892, 2.54762, 5.59795]], "mulliken_charge": [-1.02, 0.09, -1.68, 2.16, -1.30, -0.31, 0.24, -0.52, -0.52, -1.29, -0.47, 0.75, -0.88, -0.08, 0.01, -1.48, -0.30, 1.14, -1.79, 0.10, -0.36, -0.64, -0.47, -0.69, -0.40, 0.21, 0.40, 0.39, 0.83, 0.67, -1.16, 0.67, 0.70, 0.43, 0.23, 0.37, 0.84, 0.55, 0.23, 0.46, 0.57, 0.01, 0.38, 0.33, 0.32, 0.52, -0.87, 0.38, 0.42, 0.40, 0.21, 0.44, 0.38, 0.35, -0.72, -0.34, -0.82, -0.16, -0.30, -1.08, -0.23, -0.38, -0.62, 0.24, 0.30, 0.34, 0.41, 0.39, 0.38, 0.15, 0.08, 0.42, 0.43, 0.37, 0.36, 0.31, 0.24, 0.24, -0.84, -0.27, -0.79, -0.27, -0.31, -0.70, -0.47, -0.43, -0.50, 0.22, 0.38, 0.35, 0.44, 0.35, 0.40, 0.18, 0.07, 0.37, 0.40, 0.35, 0.34, 0.27, 0.14, 0.33]}